Entry from the Open Molecules 2025 dataset: a structure of composition C36H37BEuF5IN5O3SbSe at a distorted geometry (wB97M-V/def2-TZVPD).

XYZ file:
```
91
Properties=species:S:1:pos:R:3
Eu -4.77096 -20.12324 11.25771
C -7.58138 -20.03986 13.42430
O -6.68499 -19.40242 12.44632
C -6.51165 -17.96136 12.63706
C -5.30672 -17.56408 13.50241
O -4.13546 -18.06533 12.86122
C -2.93298 -17.61623 13.51594
H -7.97851 -19.34358 14.16398
H -6.95197 -20.79119 13.91863
H -8.37802 -20.51716 12.80139
H -7.39889 -17.56065 13.11419
H -6.41406 -17.49006 11.62268
H -5.42601 -18.01702 14.53850
H -5.27378 -16.45322 13.61419
H -2.71724 -16.54004 13.35948
H -2.08226 -18.22804 13.15165
H -3.04948 -17.75365 14.62189
B -8.24380 -22.01008 10.12110
N -6.93677 -22.83488 10.50470
C -6.94698 -24.17311 10.41897
C -5.61322 -24.62895 10.30951
C -4.80972 -23.46182 10.32474
N -5.61947 -22.37797 10.49187
N -7.98284 -20.42334 9.93460
C -8.96838 -19.66573 9.33801
C -8.35126 -18.72180 8.58342
C -6.94508 -18.86471 8.77897
N -6.74567 -19.89335 9.62224
H -8.61787 -22.42297 9.06368
H -9.14602 -22.10679 10.90765
H -7.86918 -24.76466 10.45435
H -5.31019 -25.66228 10.10306
H -3.75785 -23.38024 10.46459
H -10.03106 -19.85030 9.44844
H -8.85579 -18.00599 7.96316
H -6.11075 -18.38289 8.30230
C -5.55521 -11.43150 14.62649
C -4.41000 -11.74855 13.92142
C -4.51967 -12.38892 12.66466
C -5.76057 -12.64768 12.12570
C -6.92731 -12.34037 12.86864
C -6.80740 -11.74707 14.10056
Sb -6.02277 -14.13594 10.63302
C -4.74163 -13.83396 8.76692
C -5.22225 -13.62421 7.48005
C -4.43352 -13.21475 6.41365
C -3.08588 -12.86179 6.67266
C -2.60439 -13.05204 7.96157
C -3.42755 -13.48096 9.00898
C -7.63812 -13.17790 9.67231
C -8.74069 -13.89177 9.36318
C -9.90372 -13.23533 8.88467
C -9.87190 -11.87341 8.67118
C -8.69684 -11.13821 8.88790
C -7.61230 -11.79313 9.48448
H -5.42320 -10.93472 15.59754
H -3.43070 -11.46652 14.34484
H -3.62069 -12.59959 12.05902
H -7.92219 -12.60283 12.50477
H -7.68034 -11.60888 14.72283
H -6.32101 -13.79779 7.31623
H -4.82647 -13.18462 5.41070
H -2.37980 -12.56693 5.88229
H -1.53429 -12.93072 8.19103
H -3.03853 -13.65721 10.00332
H -8.75766 -14.98560 9.45858
H -10.80968 -13.88006 8.74067
H -10.78784 -11.36898 8.31813
H -8.51451 -10.11830 8.50091
H -6.78408 -11.15452 9.77126
N -3.34957 -17.18263 8.22304
C -3.30262 -18.53207 8.38169
O -3.90491 -19.04073 9.40833
C -2.47831 -19.41515 7.50100
I -3.24469 -19.30952 5.50081
H -3.55980 -16.63654 8.99536
H -2.69169 -16.83299 7.48903
H -2.53063 -20.43298 7.86431
H -1.44457 -19.03235 7.37093
F -3.79039 -23.96442 17.12887
C -3.29692 -23.40281 15.97060
C -4.16867 -22.60693 15.25826
F -5.43337 -22.25130 15.72222
C -3.75074 -22.04612 14.07392
F -4.68979 -21.14658 13.46049
C -2.49733 -22.25368 13.45216
Se -1.69856 -21.42581 11.95711
C -1.67052 -23.08391 14.25329
F -0.36652 -23.22405 13.88164
C -2.01002 -23.66119 15.46129
F -1.17207 -24.39182 16.25509
```

relative energy (zero: lowest compared OMol25 entry of this formula, charge and spin)	138.5	kJ/mol
spin multiplicity	8
largest force on an atom	4.654	eV/A
total charge	0
M	1173.11	g/mol
HOMO (spin up / spin down)	-6.524 / -7.104	eV
<S²>	15.759